#1
# C2H3O2S2

2 unconnected molecules or ions with the total composition C2H3O2S2 (the ωB97M-V functional and the def2-TZVPD basis, the Open Molecules 2025 dataset).

- Spin multiplicity: 1
- HOMO level (alpha / beta): -3.4 / -3.4 eV
- Frontier orbital gap (alpha / beta): 6.64 / 6.65 eV
- Net charge: -1
- LUMO energy (alpha / beta): 3.27 / 3.27 eV

Cartesian coordinates (Å):
C (-0.23320, 0.15439, -0.48811)
C (-0.09039, 0.30289, 1.06290)
O (1.40875, -1.90704, -0.37023)
O (-0.97661, -0.88292, -0.94586)
S (-0.66787, 2.28795, -2.34677)
S (0.66855, -1.05171, -1.32147)
H (0.95037, 0.14055, 1.28751)
H (-0.38413, 1.38299, 1.53248)
H (-0.67548, -0.42711, 1.58954)


#2
# C2H3O2S2

2 unconnected molecules or ions with the total composition C2H3O2S2 (the ωB97M-V functional and the def2-TZVPD basis, the Open Molecules 2025 dataset).

- Spin multiplicity: 1
- HOMO level: -4.0 eV
- Frontier orbital gap: 7.66 eV
- Net charge: -1
- LUMO energy: 3.65 eV

Cartesian coordinates (Å):
C (3.05684, -0.32293, 0.28955)
C (2.03424, 0.26033, 0.54015)
O (-0.74387, 1.07732, 0.52087)
O (-1.18164, 0.13309, -1.73822)
S (-3.28290, -0.73961, 0.41560)
S (-1.07778, -0.11546, -0.24807)
H (4.02622, -0.67568, 0.50732)
H (-3.89728, -0.23111, -0.70115)
H (1.06617, 0.61403, 0.41395)


#3
# C2H3O2S2

2 unconnected molecules or ions with the total composition C2H3O2S2 (the ωB97M-V functional and the def2-TZVPD basis, the Open Molecules 2025 dataset).

- Spin multiplicity: 1
- HOMO level (alpha / beta): -2.5 / -2.9 eV
- Frontier orbital gap (alpha / beta): 5.25 / 4.29 eV
- Net charge: -1
- LUMO energy (alpha / beta): 2.73 / 1.35 eV

Cartesian coordinates (Å):
C (-0.50752, -0.39958, -0.35025)
C (0.39368, -0.57035, 0.58108)
O (1.22646, 2.50756, -0.82903)
O (1.40787, 0.36449, 0.69294)
S (-3.43565, -1.72814, 0.02404)
S (2.21547, 1.51355, -0.30777)
H (-0.30608, 0.38431, -1.08875)
H (-1.43530, -0.96143, -0.35469)
H (0.44108, -1.11042, 1.63243)


In terms of stability, #2 leads; the second structure lies 213.3 kJ/mol higher.


#1
# C2H9N2S2

2 unconnected molecules or ions with the total composition C2H9N2S2 (the ωB97M-V functional and the def2-TZVPD basis, the Open Molecules 2025 dataset).

- Spin multiplicity: 1
- HOMO level: -13.7 eV
- Frontier orbital gap: 8.96 eV
- Net charge: +1
- LUMO energy: -4.74 eV

Cartesian coordinates (Å):
C (-1.14144, -0.65908, -0.23372)
C (-0.42345, 0.47581, 0.18682)
N (1.89997, -0.21114, -1.03001)
N (0.10643, 0.44774, 1.43844)
S (-2.73589, -0.51234, 0.72348)
S (0.02303, 1.94636, -0.53864)
H (-0.61185, -1.70535, -0.12263)
H (-1.58943, -0.82305, -1.21181)
H (2.75092, -0.18517, -0.40981)
H (2.31474, 0.27377, -1.86927)
H (-0.14016, -0.40508, 1.97113)
H (0.48652, 1.28408, 1.94109)
H (1.97934, -1.24990, -1.15171)
H (-2.33535, -0.62191, 1.99261)
H (-0.58337, 1.94524, -1.68597)


#2
# C2H9N2S2

2 unconnected molecules or ions with the total composition C2H9N2S2 (the ωB97M-V functional and the def2-TZVPD basis, the Open Molecules 2025 dataset).

- Spin multiplicity: 1
- HOMO level: -12.1 eV
- Frontier orbital gap: 8.65 eV
- Net charge: +1
- LUMO energy: -3.48 eV

Cartesian coordinates (Å):
C (0.24442, 0.81375, 2.42190)
S (0.95571, 0.03748, 0.96279)
S (0.84802, 1.66939, -0.34325)
H (-0.29089, 0.04113, 2.97264)
H (1.00302, 1.23897, 3.07938)
H (-0.42877, 1.62008, 2.12583)
H (1.83354, 1.27516, -1.14830)
N (-1.88151, -0.94034, -0.40028)
C (-1.48636, -1.38810, -1.55793)
N (-0.28778, -1.85045, -1.79002)
H (-1.23805, -0.97226, 0.39045)
H (-2.83835, -0.65443, -0.26547)
H (-2.16505, -1.24929, -2.38651)
H (-0.01928, -2.29656, -2.65176)
H (0.44258, -1.73252, -1.09746)


In terms of stability, #2 leads; the second structure lies 174.8 kJ/mol higher.


#1
# C28H84O14

14 unconnected molecules or ions with the total composition C28H84O14 (the ωB97M-V functional and the def2-TZVPD basis, the Open Molecules 2025 dataset).

- Spin multiplicity: 1
- HOMO level: -9.9 eV
- Frontier orbital gap: 10.09 eV
- LUMO energy: 0.18 eV

Cartesian coordinates (Å):
C (-15.88933, 6.48882, 7.23755)
C (-14.50272, 6.49078, 6.65720)
O (-13.57852, 6.81344, 7.62614)
H (-16.42440, 5.55340, 7.07392)
H (-16.53600, 7.25032, 6.80162)
H (-15.85535, 6.61222, 8.32001)
H (-14.39485, 7.18763, 5.82602)
H (-14.24905, 5.52319, 6.22418)
H (-13.91561, 7.46258, 8.24791)
C (-6.12767, 1.52135, -1.00549)
C (-4.69438, 1.08610, -0.75170)
O (-4.23776, 0.33018, -1.81640)
H (-6.18604, 2.43827, -1.59197)
H (-6.61221, 1.68624, -0.04314)
H (-6.76380, 0.72885, -1.39968)
H (-4.78612, 0.40038, 0.09060)
H (-4.03199, 1.92301, -0.53050)
H (-3.63077, 0.86640, -2.33179)
C (-13.09925, 0.30022, 7.69962)
C (-12.44544, 0.38585, 6.29572)
O (-11.47355, -0.63276, 6.10053)
H (-12.44794, 0.21333, 8.56931)
H (-13.59550, -0.66992, 7.72517)
H (-13.85010, 1.02483, 8.01467)
H (-12.00920, 1.37181, 6.13551)
H (-13.20695, 0.32089, 5.51856)
H (-10.79497, -0.59638, 6.77863)
C (-9.75888, 9.91306, 5.04412)
C (-10.07083, 11.42144, 5.22280)
O (-10.32917, 11.99024, 3.94042)
H (-10.41482, 9.29901, 4.42704)
H (-9.66682, 9.53427, 6.06204)
H (-8.74429, 9.66088, 4.73573)
H (-9.23764, 12.00886, 5.60861)
H (-10.99273, 11.58767, 5.78009)
H (-9.96134, 12.87687, 3.95407)
C (-14.77848, 11.64541, 1.51724)
C (-14.69473, 10.20710, 1.95796)
O (-13.35062, 9.84584, 1.81410)
H (-15.53161, 12.32489, 1.91626)
H (-14.84729, 11.76409, 0.43591)
H (-13.91332, 12.19911, 1.88195)
H (-15.28979, 9.51124, 1.36654)
H (-14.91882, 10.28878, 3.02155)
H (-12.87777, 10.59130, 2.19135)
C (-13.26930, 8.29723, -5.00895)
C (-12.59630, 8.56552, -3.62023)
O (-11.14715, 8.43750, -3.62791)
H (-13.36006, 7.21945, -5.14408)
H (-12.63272, 8.69662, -5.79847)
H (-14.24719, 8.77870, -5.01254)
H (-13.12800, 7.91102, -2.92956)
H (-12.78539, 9.59580, -3.31880)
H (-10.93728, 8.84052, -2.78225)
C (-10.99742, 3.51405, -4.50047)
C (-9.99097, 4.37153, -5.08750)
O (-9.31055, 4.96531, -4.02183)
H (-10.53803, 2.55455, -4.26295)
H (-11.74779, 3.30764, -5.26365)
H (-11.54394, 3.92456, -3.65141)
H (-10.40337, 5.19644, -5.66848)
H (-9.55459, 3.85435, -5.94202)
H (-9.82660, 5.74526, -3.80509)
C (-2.06014, 6.78450, 6.54527)
C (-3.30326, 6.92279, 5.63013)
O (-3.72563, 5.60562, 5.30527)
H (-1.30129, 6.12530, 6.12372)
H (-2.33313, 6.47897, 7.55534)
H (-1.57564, 7.75312, 6.66828)
H (-3.19418, 7.55691, 4.75031)
H (-4.14902, 7.38296, 6.14105)
H (-4.36886, 5.59593, 4.59270)
C (-10.97212, -3.29844, 1.43270)
C (-10.88052, -1.90284, 0.89434)
O (-10.18117, -1.04853, 1.73460)
H (-11.58858, -3.86583, 0.73547)
H (-11.39086, -3.31617, 2.43891)
H (-9.98255, -3.75518, 1.41649)
H (-11.91803, -1.68849, 0.63796)
H (-10.38867, -1.97408, -0.07577)
H (-10.60842, -1.19040, 2.58250)
C (-19.18418, 5.35790, 2.23012)
C (-17.87739, 5.21226, 1.45180)
O (-16.81395, 4.63997, 2.25960)
H (-19.15540, 6.33207, 2.71825)
H (-19.21684, 4.56744, 2.97993)
H (-20.13727, 5.22519, 1.71816)
H (-17.50740, 6.22585, 1.29745)
H (-18.09089, 4.64397, 0.54650)
H (-15.96775, 5.05158, 2.06952)
C (-7.38046, 11.28602, -1.78266)
C (-7.83594, 10.43981, -0.61323)
O (-9.25101, 10.54497, -0.59150)
H (-7.19516, 12.30762, -1.45084)
H (-7.96345, 11.12952, -2.69025)
H (-6.36474, 11.11404, -2.13881)
H (-7.54381, 10.79759, 0.37406)
H (-7.52717, 9.39640, -0.67689)
H (-9.47220, 11.14739, 0.12247)
C (-9.08521, 4.60844, 7.58307)
C (-9.15519, 4.83458, 9.07861)
O (-9.62161, 6.13470, 9.37240)
H (-10.07282, 4.70306, 7.13165)
H (-8.72293, 3.62371, 7.28781)
H (-8.47508, 5.31400, 7.01914)
H (-8.25155, 4.59736, 9.64008)
H (-9.85408, 4.17098, 9.58781)
H (-10.35204, 6.30635, 8.77357)
C (-1.94212, 7.19028, 0.04331)
C (-3.07273, 6.45854, -0.77707)
O (-4.25615, 6.23972, 0.05651)
H (-1.61221, 6.64359, 0.92670)
H (-2.33308, 8.17245, 0.30901)
H (-1.06767, 7.34289, -0.58928)
H (-2.70483, 5.50774, -1.16274)
H (-3.35032, 7.09521, -1.61713)
H (-4.90290, 5.75704, -0.46343)
C (-9.47914, 4.95747, 1.47553)
C (-10.80757, 4.49957, 2.14961)
O (-11.95809, 5.18036, 1.54772)
H (-8.56227, 4.45272, 1.77995)
H (-9.29823, 5.98652, 1.78606)
H (-9.53689, 4.89822, 0.38868)
H (-10.91474, 4.69401, 3.21676)
H (-10.93543, 3.41910, 2.08377)
H (-11.91169, 6.13452, 1.45279)


#2
# C28H84O14

14 unconnected molecules or ions with the total composition C28H84O14 (the ωB97M-V functional and the def2-TZVPD basis, the Open Molecules 2025 dataset).

- Spin multiplicity: 1
- HOMO level: -9.4 eV
- Frontier orbital gap: 9.36 eV
- LUMO energy: -0.05 eV

Cartesian coordinates (Å):
C (5.21240, 0.94446, -3.19655)
C (6.53767, 0.29306, -3.65875)
O (7.67679, 0.44837, -2.92105)
H (4.43510, 0.76673, -3.93973)
H (5.33401, 2.02139, -3.08027)
H (4.88764, 0.52060, -2.24630)
H (6.83926, 0.81028, -4.56958)
H (6.31180, -0.76536, -3.78841)
H (7.94835, 1.36902, -2.93676)
C (-4.31679, -0.34038, -3.33900)
C (-3.37860, -1.00493, -2.28206)
O (-2.22175, -1.36558, -3.02361)
H (-5.33595, -0.08527, -3.04861)
H (-4.53243, -1.05771, -4.13086)
H (-3.74627, 0.52967, -3.66398)
H (-3.88274, -1.85596, -1.82415)
H (-3.14925, -0.30302, -1.48029)
H (-1.94327, -0.57739, -3.49563)
C (0.48135, -0.75242, -5.53089)
C (0.51470, 0.14318, -4.35103)
O (-0.77588, 0.67071, -4.09606)
H (0.18633, -0.34932, -6.49969)
H (-0.24584, -1.50112, -5.21664)
H (1.45432, -1.19380, -5.74681)
H (1.31168, 0.85744, -4.55780)
H (0.91161, -0.42811, -3.51187)
H (-0.95702, 1.20126, -4.87536)
C (4.17731, -1.14959, 1.02207)
C (5.48562, -0.39582, 1.17022)
O (6.26040, -1.01111, 2.21417)
H (3.55597, -1.10400, 1.91647)
H (4.39579, -2.21507, 0.95048)
H (3.58540, -0.72289, 0.21234)
H (5.39990, 0.65908, 1.43088)
H (6.15091, -0.43125, 0.30752)
H (6.41329, -1.90012, 1.88571)
C (-4.34399, -2.26070, 1.11505)
C (-4.15539, -2.05388, 2.61534)
O (-4.84082, -0.92868, 3.06656)
H (-5.38647, -2.25882, 0.79674)
H (-3.86513, -3.06222, 0.55258)
H (-4.05810, -1.29594, 0.69599)
H (-3.07358, -1.92344, 2.64312)
H (-4.39747, -2.92060, 3.23040)
H (-4.25503, -0.19006, 3.24790)
C (-6.58198, 2.71873, 0.61114)
C (-5.20546, 3.31050, 0.05668)
O (-4.13346, 2.47246, 0.32326)
H (-7.38356, 3.45623, 0.65192)
H (-6.46902, 2.27567, 1.60060)
H (-6.88332, 1.89449, -0.03533)
H (-5.06770, 4.26909, 0.55689)
H (-5.29706, 3.57566, -0.99660)
H (-3.47401, 2.54323, -0.37081)
C (1.44417, -4.54114, 0.75384)
C (-0.13211, -4.68574, 0.96989)
O (-0.32960, -6.03107, 1.30729)
H (1.74241, -3.51678, 0.53057)
H (1.73530, -5.09134, -0.14094)
H (2.04214, -4.95967, 1.56338)
H (-0.67898, -4.45816, 0.05488)
H (-0.37762, -4.04466, 1.81655)
H (-0.83926, -6.07345, 2.11973)
C (-1.08931, 4.76475, -0.64295)
C (-2.12527, 4.48802, -1.70594)
O (-2.32532, 3.14993, -1.92897)
H (-1.29967, 4.57063, 0.40880)
H (-0.83298, 5.82345, -0.68213)
H (-0.19316, 4.15740, -0.76997)
H (-1.66518, 4.83721, -2.63032)
H (-3.10949, 4.92293, -1.53194)
H (-1.56025, 2.84421, -2.42172)
C (0.26101, 0.63301, -0.87523)
C (0.07657, -0.70588, -0.19139)
O (0.29062, -1.75682, -1.07517)
H (-0.53439, 0.85577, -1.58644)
H (1.15602, 0.53696, -1.48991)
H (0.48950, 1.39874, -0.13391)
H (-0.91320, -0.69887, 0.26512)
H (0.88336, -0.71451, 0.54149)
H (-0.41827, -1.66838, -1.71645)
C (-1.04373, -6.16759, -3.15379)
C (-1.08989, -4.80647, -2.52335)
O (-1.26112, -3.83108, -3.58381)
H (-0.28189, -6.34865, -3.91202)
H (-1.97380, -6.46318, -3.63927)
H (-0.86707, -7.00947, -2.48436)
H (-0.08451, -4.64464, -2.13460)
H (-1.75922, -4.66787, -1.67430)
H (-1.41477, -2.95059, -3.23348)
C (2.92261, 1.45441, 3.06136)
C (2.50218, 2.80256, 3.61677)
O (3.61148, 3.38912, 4.29670)
H (3.59258, 1.55814, 2.20784)
H (2.06906, 0.79617, 2.89931)
H (3.47543, 0.93821, 3.84623)
H (1.65179, 2.86803, 4.29549)
H (2.14485, 3.31723, 2.72485)
H (3.48040, 4.32562, 4.13123)
C (-1.69211, 2.71556, 4.04506)
C (-3.19965, 2.42611, 3.94238)
O (-3.41950, 1.36470, 3.02764)
H (-1.20934, 3.13130, 3.16064)
H (-1.16200, 1.84741, 4.43672)
H (-1.55414, 3.44627, 4.84201)
H (-3.78756, 3.27155, 3.58503)
H (-3.62078, 2.17854, 4.91678)
H (-3.61012, 1.74940, 2.16899)
C (2.52332, 3.75471, -0.18657)
C (2.53146, 4.20694, -1.62236)
O (2.53492, 3.07702, -2.48051)
H (2.23437, 4.65191, 0.36082)
H (3.54232, 3.40885, -0.01299)
H (1.90970, 2.85951, -0.08563)
H (3.25192, 4.95987, -1.94194)
H (1.58381, 4.68438, -1.87159)
H (2.85793, 3.39174, -3.32799)
C (1.94120, -2.29513, 5.32951)
C (1.00592, -3.32665, 5.97272)
O (-0.26410, -2.88145, 5.89391)
H (2.12191, -1.51634, 6.07042)
H (1.44547, -1.98944, 4.40815)
H (2.95681, -2.63722, 5.13048)
H (1.37078, -3.58188, 6.96763)
H (1.13683, -4.25189, 5.41156)
H (-0.91168, -3.58882, 5.85084)


In terms of stability, #2 leads; the second structure lies 211.7 kJ/mol higher.